No. 1
Computed, not measured: a structure of composition C50H50FMnN5O6SeTe at a distorted geometry, with ωB97M-V/def2-TZVPD.

The geometry in XYZ format:
```
115
Properties=species:S:1:pos:R:3:forces:R:3
Mn 0.6167 -0.0826 -0.8429 0.531 0.384 0.508
C 6.4777 0.2339 3.1385 -0.172 -0.077 -0.207
C 5.4213 -0.0426 2.0793 0.416 0.102 0.034
C 5.7454 -0.1774 0.7328 0.510 0.108 0.312
C 4.8143 -0.3821 -0.2661 -0.154 -0.144 -0.552
C 5.2953 -0.5436 -1.6897 0.398 -0.019 0.849
O 4.5941 -0.4410 -2.6624 -0.554 0.203 -0.457
C 6.7638 -0.8639 -1.9367 -0.164 -0.029 0.279
C 7.4425 -1.8691 -1.2537 0.073 -0.075 -0.004
C 8.7679 -2.1593 -1.5624 -0.098 0.051 -0.016
C 9.4238 -1.4376 -2.5523 -0.082 0.006 -0.017
C 8.7430 -0.4444 -3.2490 -0.052 -0.037 0.059
C 7.4156 -0.1679 -2.9474 0.106 0.074 -0.082
C 3.4193 -0.4007 0.0796 -0.395 0.209 0.038
O 2.5070 -0.4715 -0.8101 0.986 0.122 -0.001
C 3.0734 -0.3498 1.4724 -0.495 0.035 0.272
C 4.0899 -0.1595 2.4128 -0.178 0.002 0.238
C 1.6665 -0.4587 1.9878 1.985 0.316 1.006
N 0.6296 -0.6126 1.2812 -1.243 0.189 -0.712
C -0.6953 -0.7476 1.9127 0.354 -0.525 -0.061
C -0.8890 -2.1059 2.5721 -0.149 0.039 0.121
Te -0.8578 -3.8153 1.2937 -0.179 -0.163 -0.109
C 0.7875 -3.3560 0.0745 0.339 -0.093 0.165
C 2.0939 -3.5463 0.5249 -0.166 0.053 -0.231
C 3.1639 -3.3223 -0.3373 -0.134 -0.251 -0.137
C 2.9342 -2.9233 -1.6467 0.111 -0.357 -0.037
C 1.6336 -2.7431 -2.0963 0.093 -0.209 -0.207
C 0.5650 -2.9490 -1.2402 -0.010 -0.258 -0.096
C 1.5495 -0.3678 3.4966 0.001 0.019 -0.222
C 1.8565 -1.4579 4.3028 0.029 -0.027 0.130
C 1.7172 -1.3717 5.6822 -0.053 0.045 -0.030
C 1.2865 -0.1836 6.2649 0.034 0.004 -0.098
C 1.0169 0.9203 5.4639 -0.011 -0.075 -0.020
C 1.1439 0.8257 4.0818 0.005 0.074 0.018
H 7.4716 0.3071 2.6910 -0.090 -0.023 0.010
H 6.5099 -0.5571 3.8937 -0.015 0.034 -0.069
H 6.2824 1.1740 3.6623 -0.010 -0.053 -0.058
H 6.7910 -0.0955 0.4532 -0.055 -0.017 0.012
H 6.9276 -2.4410 -0.4881 0.053 0.070 -0.006
H 9.2880 -2.9458 -1.0274 -0.040 0.030 -0.038
H 10.4589 -1.6570 -2.7887 -0.060 0.019 0.015
H 9.2452 0.1106 -4.0327 -0.019 -0.016 0.045
H 6.8684 0.5931 -3.4924 0.042 -0.054 0.013
H 3.8307 -0.0873 3.4634 0.031 0.041 -0.092
H -1.4275 -0.6286 1.1199 -0.065 -0.084 -0.121
H -0.8844 0.0311 2.6505 0.118 0.139 0.083
H -1.8856 -2.1526 3.0214 0.073 0.011 0.007
H -0.1584 -2.2816 3.3535 -0.106 0.088 0.023
H 2.2763 -3.8742 1.5411 -0.009 -0.017 -0.005
H 4.1781 -3.4702 0.0160 -0.036 0.027 0.004
H 3.7671 -2.7365 -2.3151 -0.151 -0.040 0.062
H 1.4522 -2.4348 -3.1180 0.023 0.036 -0.026
H -0.4447 -2.8570 -1.6125 -0.115 0.083 -0.022
H 2.2158 -2.3743 3.8443 -0.046 0.026 0.036
H 1.9382 -2.2340 6.3016 0.012 0.071 -0.038
H 1.1713 -0.1161 7.3399 0.023 0.001 -0.042
H 0.7059 1.8568 5.9137 0.016 -0.071 -0.032
H 0.9456 1.6877 3.4497 -0.010 -0.083 0.058
C -5.4828 2.0421 2.6589 0.000 0.017 -0.016
C -4.4755 1.0081 2.1541 -0.054 0.156 -0.021
C -3.2991 1.6267 1.4001 -0.036 -0.158 -0.019
C -3.6331 2.1830 0.0255 -0.249 -0.073 -0.208
N -4.1536 1.1494 -0.8844 -0.553 0.656 0.806
C -3.3955 0.2196 -1.4751 -0.044 0.121 -0.385
Se -1.5891 0.4351 -1.7968 -0.550 0.222 -0.604
N -4.2088 -0.6027 -2.1522 -0.501 -0.870 -0.298
C -3.7628 -1.8280 -2.8326 -0.148 0.327 -0.077
C -3.4026 -2.9148 -1.8403 -0.081 -0.098 0.074
C -4.5551 -3.3719 -0.9535 -0.089 -0.068 -0.092
C -5.6135 -4.1794 -1.7033 -0.045 0.002 0.004
C -5.5355 -0.1751 -2.0186 0.466 -0.426 -0.246
C -6.7215 -0.6374 -2.5738 0.030 -0.133 -0.084
C -7.8667 0.0783 -2.2890 -0.105 0.166 0.116
C -7.8289 1.2228 -1.4745 -0.093 -0.141 -0.099
C -6.6450 1.6749 -0.9262 0.007 0.100 0.080
C -5.4991 0.9461 -1.2151 0.467 0.367 0.326
H -6.2288 1.5827 3.3108 0.033 0.018 -0.053
H -6.0239 2.5251 1.8399 0.082 -0.034 0.080
H -4.9779 2.8288 3.2293 -0.049 -0.089 -0.045
H -4.9794 0.2731 1.5151 0.024 0.010 0.065
H -4.0795 0.4530 3.0069 0.002 -0.033 0.020
H -2.5133 0.8803 1.2642 -0.129 0.218 0.021
H -2.8697 2.4423 1.9900 0.028 -0.016 -0.021
H -2.7344 2.5757 -0.4338 0.166 0.152 -0.110
H -4.3676 2.9844 0.0708 -0.075 0.002 -0.030
H -2.8974 -1.5689 -3.4375 0.049 0.072 -0.066
H -4.5635 -2.1348 -3.5036 -0.042 0.033 -0.005
H -2.5962 -2.5386 -1.2139 0.133 0.001 0.081
H -3.0034 -3.7694 -2.3993 0.001 0.063 0.042
H -5.0201 -2.5026 -0.4720 0.038 -0.069 0.009
H -4.1367 -3.9818 -0.1514 -0.002 0.000 0.040
H -6.1602 -3.5700 -2.4303 0.081 -0.080 0.051
H -6.3530 -4.5951 -1.0153 0.036 0.040 -0.043
H -5.1552 -5.0145 -2.2431 -0.040 0.076 0.050
H -6.7515 -1.5064 -3.2192 0.009 0.063 0.051
H -8.8100 -0.2423 -2.7143 0.047 0.031 0.045
H -8.7435 1.7697 -1.2806 0.045 -0.045 -0.028
H -6.6144 2.5731 -0.3230 0.001 -0.065 -0.032
F -2.3345 5.4787 0.4424 -0.042 -0.063 0.062
C -1.6660 5.3484 -0.7145 -0.392 0.162 0.115
C -0.4765 4.7673 -0.7567 0.744 -0.324 -0.156
N 0.2450 4.6301 -1.9289 0.054 -0.202 0.144
C 1.4837 3.8160 -1.9196 -0.294 0.360 0.133
C 1.1552 2.3970 -1.4824 -0.360 -0.351 0.313
O 0.9810 1.5303 -2.3781 0.094 0.048 0.363
O 0.9982 2.1686 -0.2444 0.059 -0.074 -0.643
C -0.2246 5.1500 -3.1237 -0.023 -0.016 -0.025
O 0.3827 5.1176 -4.1703 -0.113 -0.025 0.178
N -1.4860 5.7343 -3.0234 0.100 -0.101 0.114
C -2.3128 5.8454 -1.9096 -0.261 0.167 -0.245
O -3.4320 6.3114 -1.9747 0.238 -0.071 -0.031
H -0.0135 4.3551 0.1291 0.028 -0.064 -0.013
H 2.1885 4.2687 -1.2266 0.077 0.014 0.046
H 1.8833 3.8146 -2.9221 0.012 0.073 -0.178
H -1.8611 6.0835 -3.8908 -0.026 0.034 -0.110
```
Positions in Å, forces in eV/Å.

Computed properties:
HOMO level (spin up / spin down) in eV: -7.4 / -7.5
Orbital gap (spin up / spin down) in eV: 7.500 / 7.581
Multiplicity: 6



No. 2
Computed, not measured: a structure of composition C50H50Ge2IrN4O4P2 at a distorted geometry, with ωB97M-V/def2-TZVPD.

The geometry in XYZ format:
```
113
Properties=species:S:1:pos:R:3:forces:R:3
Ir -0.6919 0.0914 0.5891 -0.839 -0.845 0.056
C -2.6031 -2.6192 2.7853 -0.166 0.124 0.382
N -2.2503 -2.6770 1.3667 -0.637 0.294 -0.733
P -0.5911 -3.0466 1.0691 0.361 0.458 -0.638
C -0.3812 -4.6766 1.8313 -0.165 0.316 -0.114
C -1.4592 -5.5507 1.9818 0.301 -0.007 -0.125
C -1.2353 -6.8055 2.5140 -0.137 -0.101 0.077
C 0.0376 -7.1797 2.9230 0.069 0.062 -0.028
C 1.1059 -6.3080 2.7704 -0.016 -0.072 0.082
C 0.8987 -5.0522 2.2293 -0.248 0.105 -0.090
C -0.5877 -3.3524 -0.7311 0.327 -0.219 0.610
C -0.7912 -4.6337 -1.2327 0.089 0.228 -0.273
C -0.8034 -4.8320 -2.6024 0.078 -0.161 0.063
C -0.6001 -3.7690 -3.4659 0.001 0.025 0.019
C -0.3619 -2.4978 -2.9648 0.030 0.127 -0.017
C -0.3403 -2.2952 -1.5996 0.143 -0.334 0.083
P -2.7475 -1.2845 0.4393 -0.435 -1.700 0.786
C -4.3269 -0.8347 1.2190 0.454 0.384 -0.130
C -5.4149 -1.7068 1.1540 0.106 0.055 -0.066
C -6.5911 -1.3725 1.8009 0.038 -0.107 -0.037
C -6.6887 -0.1808 2.5042 0.090 0.110 0.015
C -5.6115 0.6891 2.5606 -0.087 0.036 0.043
C -4.4330 0.3655 1.9133 0.145 -0.193 -0.087
C -3.3043 -2.0010 -1.1397 0.192 0.527 -0.104
C -3.4582 -1.0969 -2.1872 -0.018 -0.134 0.205
C -3.9061 -1.5247 -3.4211 -0.023 0.058 -0.063
C -4.1874 -2.8670 -3.6221 0.011 0.009 0.038
C -4.0386 -3.7699 -2.5819 -0.093 0.056 -0.050
C -3.6132 -3.3423 -1.3359 -0.012 0.098 0.181
H -2.1429 -3.4513 3.3147 -0.031 0.034 -0.031
H -3.6843 -2.6901 2.8914 0.087 -0.043 0.108
H -2.2713 -1.6875 3.2512 0.053 0.067 0.163
H -2.4501 -5.2605 1.6619 -0.072 0.034 0.007
H -2.0626 -7.4927 2.6100 -0.034 -0.080 0.077
H 0.1948 -8.1499 3.3681 0.024 -0.106 -0.008
H 2.0952 -6.5977 3.0838 0.124 -0.086 0.052
H 1.7210 -4.3600 2.1072 0.117 0.012 0.013
H -0.9503 -5.4633 -0.5610 0.001 -0.073 0.031
H -0.9684 -5.8239 -2.9928 -0.019 -0.101 -0.094
H -0.6187 -3.9348 -4.5304 0.018 -0.002 -0.168
H -0.1873 -1.6703 -3.6337 0.002 0.089 -0.176
H -0.1392 -1.2922 -1.1908 0.142 -0.137 -0.178
H -5.3363 -2.6384 0.6096 -0.052 -0.008 -0.019
H -7.4344 -2.0443 1.7611 -0.071 -0.067 -0.015
H -7.6060 0.0742 3.0092 -0.133 0.007 0.059
H -5.6911 1.6118 3.1127 -0.025 0.122 0.055
H -3.5846 1.0336 1.9388 -0.004 0.079 0.110
H -3.2268 -0.0563 -2.0043 -0.027 0.190 -0.132
H -4.0308 -0.8213 -4.2275 -0.040 0.116 -0.137
H -4.5222 -3.2098 -4.5878 -0.053 -0.034 -0.120
H -4.2479 -4.8163 -2.7442 -0.072 -0.090 0.013
H -3.5186 -4.0542 -0.5290 0.091 0.008 0.080
O 0.5434 -0.4573 2.2681 0.716 0.429 0.308
C 1.7389 -0.7604 2.4011 -0.432 0.030 0.333
C 2.8094 -0.5512 1.4736 0.146 0.334 -0.926
C 4.0575 -1.1416 1.7435 -0.108 -0.046 0.005
C 5.0909 -1.0424 0.8430 -0.625 0.347 -0.288
C 4.9147 -0.4031 -0.3845 0.117 -0.269 0.425
C 3.7036 0.1855 -0.6587 -0.380 0.003 0.114
C 2.6563 0.1990 0.2726 1.019 -0.763 0.239
O 1.5897 0.9708 0.0606 -0.035 2.049 -0.734
N 6.3935 -1.6300 1.1602 -0.199 0.060 0.019
O 7.2981 -1.3615 0.4138 0.453 0.074 -0.337
O 6.4462 -2.3215 2.1430 0.100 -0.329 0.477
H 2.0249 -1.2948 3.3163 -0.163 0.089 0.082
H 4.2188 -1.6759 2.6702 0.004 -0.082 0.036
H 5.7394 -0.3750 -1.0810 0.026 -0.016 -0.071
H 3.5411 0.6734 -1.6093 0.054 0.041 -0.090
N -2.9044 3.5241 -0.8955 -0.039 -0.101 -0.181
C -2.8939 3.8203 0.4313 0.179 -0.185 0.580
C -2.1246 2.8654 1.0272 -0.336 0.513 0.085
N -1.6717 1.9982 0.0732 0.237 -0.008 -0.283
C -2.1613 2.4242 -1.0758 0.193 -0.232 -0.324
H -3.4019 4.0431 -1.6048 0.041 -0.131 -0.017
H -3.4105 4.6594 0.8418 -0.176 0.224 0.094
H -1.8536 2.7719 2.0596 -0.033 -0.031 0.172
H -1.9844 1.9616 -2.0264 -0.065 -0.052 -0.197
C 2.8401 4.8453 -3.8384 -0.162 -0.448 0.563
Ge 2.4679 2.9547 -3.3723 -0.008 -0.201 -1.156
C 3.8879 1.7310 -4.0551 -0.493 0.289 0.557
C 0.6125 2.2674 -3.6770 0.551 0.343 0.599
Ge 2.1730 2.8593 -0.5463 -0.392 -0.556 2.347
C 3.8443 3.1848 0.5510 -0.672 0.025 -0.999
C 4.7771 4.0596 0.0143 0.144 0.121 -0.383
C 5.8043 4.5491 0.8027 -0.121 0.047 -0.221
C 5.9196 4.1270 2.1149 0.187 0.124 -0.006
C 5.0081 3.2273 2.6418 -0.369 -0.157 0.039
C 3.9637 2.7531 1.8638 -0.102 -0.492 0.243
C 0.7794 4.0537 0.2716 0.465 -0.268 -0.862
C 0.1620 5.0316 -0.4952 0.148 -0.103 -0.251
C -0.5309 6.0579 0.1263 -0.022 0.065 0.001
C -0.6241 6.0921 1.5098 -0.002 0.071 -0.023
C -0.0309 5.1014 2.2767 0.081 -0.012 -0.037
C 0.6834 4.0875 1.6580 0.259 -0.284 0.076
H 3.0524 4.8364 -4.9072 0.019 -0.138 -0.137
H 3.7237 5.2193 -3.3267 0.066 -0.034 0.017
H 2.0101 5.5218 -3.6547 -0.099 -0.088 0.073
H 4.0879 2.0818 -5.0677 -0.034 0.141 -0.082
H 3.5503 0.6981 -4.1153 -0.096 0.026 0.099
H 4.8209 1.7805 -3.4972 -0.015 0.091 0.054
H 0.4884 2.0319 -4.7295 0.194 -0.022 -0.242
H -0.1173 3.0247 -3.4049 -0.025 0.107 0.038
H 0.4349 1.3669 -3.0908 0.061 -0.074 -0.003
H 4.7003 4.3678 -1.0203 0.082 0.094 -0.052
H 6.5073 5.2496 0.3834 0.120 0.094 -0.018
H 6.7265 4.5009 2.7244 0.116 -0.013 0.095
H 5.0983 2.8916 3.6634 -0.012 0.026 0.118
H 3.2435 2.0715 2.2945 0.033 -0.097 0.047
H 0.2547 5.0116 -1.5768 -0.063 0.100 0.022
H -0.9680 6.8448 -0.4707 -0.080 0.058 -0.017
H -1.1510 6.9014 1.9913 -0.051 0.085 0.053
H -0.1034 5.1246 3.3555 0.018 0.017 0.028
H 1.1819 3.3357 2.2543 -0.005 -0.016 0.127
```
Positions in Å, forces in eV/Å.

Computed properties:
HOMO level (spin up / spin down) in eV: -14.6 / -14.5
Orbital gap (spin up / spin down) in eV: 6.556 / 2.564
ΔE to the lowest compared entry with this formula, charge and spin in kJ/mol: 60.2
Multiplicity: 5
Total charge: +3



Number 1 is which compound?
C50H50FMnN5O6SeTe



Look up the multiplicity of the first one.
6